1.
ORCA calculation (ωB97M-V with the def2-TZVPD basis set) on C6H11N in the gas phase in a non-equilibrium geometry.

E_HOMO (eV): -9.0
SMILES: C=N/C=C/CCC
Maximum force (eV Å⁻¹): 1.598
E_tot (Eh): -289.91596
E_LUMO (eV): 0.95

Last column: natural (NBO) charge in e.
Positions of all 18 atoms, in Å:
C -1.618 0.117 -0.256  -0.066
C 0.624 -0.960 -0.261  -0.439
H -0.104 0.753 0.986  0.209
H -4.592 1.206 0.656  0.173
H 2.543 -0.235 1.564  0.205
H 1.995 1.277 0.825  0.200
C 2.037 -0.397 -0.524  -0.383
C -3.795 0.684 0.138  -0.057
H 2.681 -1.269 -0.675  0.196
N -2.581 0.881 0.432  -0.402
H 0.735 -1.842 0.371  0.216
H -4.091 0.161 -0.775  0.135
C -0.376 0.049 0.208  -0.158
H 3.583 0.785 0.438  0.214
H 2.100 0.167 -1.455  0.199
C 2.598 0.380 0.669  -0.613
H -1.967 -0.455 -1.118  0.162
H 0.228 -1.301 -1.224  0.208

=====

2.
ORCA calculation (ωB97M-V with the def2-TZVPD basis set) on C6H11N in the gas phase in a non-equilibrium geometry.

E_HOMO (eV): -8.7
SMILES: C=CC(=C)CCN
Maximum force (eV Å⁻¹): 1.109
E_tot (Eh): -289.90280
E_LUMO (eV): 0.79

Last column: natural (NBO) charge in e.
Positions of all 18 atoms, in Å:
H 1.816 -0.393 1.235  0.357
C -1.223 2.213 -0.953  -0.361
H -1.115 -1.683 -0.368  0.214
H -0.525 -1.977 1.870  0.191
H 1.882 -0.312 -1.798  0.196
C 0.038 0.034 -0.822  -0.040
N 1.146 -0.620 1.963  -0.847
H 1.266 1.396 -1.902  0.198
H 0.682 -2.017 -0.284  0.214
C -1.123 0.924 -0.635  -0.225
C -0.121 -1.298 -0.131  -0.441
H -0.801 -0.243 1.659  0.184
H -0.309 2.799 -0.951  0.191
H -2.170 2.708 -1.088  0.203
H -2.009 0.491 -0.171  0.201
C -0.138 -1.074 1.398  -0.209
C 1.102 0.393 -1.532  -0.381
H 1.603 -1.341 2.509  0.355

=====

3.
ORCA calculation (ωB97M-V with the def2-TZVPD basis set) on C6H11N in the gas phase in a non-equilibrium geometry.

E_HOMO (eV): -8.1
SMILES: C=CCN/C=C/C
Maximum force (eV Å⁻¹): 4.230
E_tot (Eh): -289.84172
E_LUMO (eV): 1.16

Last column: natural (NBO) charge in e.
Positions of all 18 atoms, in Å:
N -1.182 0.448 0.227  -0.630
H 1.699 -1.121 3.446  0.219
H 0.315 1.600 1.151  0.183
C -0.356 -0.309 -3.330  -0.387
H 0.186 1.367 -1.329  0.222
H -0.189 -1.257 -3.831  0.191
C -0.632 -0.513 -2.034  -0.224
C 1.387 -0.237 2.953  -0.658
H -0.084 -1.251 1.678  0.192
C -0.088 0.612 1.208  0.013
C -0.669 0.703 -1.174  -0.276
H -1.687 -0.542 0.166  0.365
H -0.408 0.619 -3.999  0.207
H -1.466 1.430 -1.686  0.191
H -0.481 -1.542 -1.715  0.213
H 2.183 0.081 2.343  0.225
C 0.323 -0.382 1.995  -0.268
H 1.149 0.294 3.932  0.221

=====

4.
ORCA calculation (ωB97M-V with the def2-TZVPD basis set) on C6H11N in the gas phase.

E_HOMO (eV): -9.6
SMILES: [H]/N=C/[C@H](C)CC=C
Maximum force (eV Å⁻¹): 0.387
E_tot (Eh): -289.93308
E_LUMO (eV): 1.11

Last column: natural (NBO) charge in e.
Positions of all 18 atoms, in Å:
H -2.056 0.568 -1.821  0.193
H 2.221 1.022 -0.364  0.223
C -1.366 -1.052 -0.662  -0.178
H -0.496 2.650 1.429  0.338
C -2.313 -0.303 -1.221  -0.396
H 2.672 0.469 1.246  0.218
H -1.044 0.504 1.574  0.157
C 0.107 -0.764 -0.774  -0.427
C 2.194 0.163 0.311  -0.603
H -1.654 -1.911 -0.054  0.195
C -0.102 0.836 1.117  0.153
H 0.729 -1.107 1.261  0.205
C 0.751 -0.272 0.544  -0.282
H 0.640 -1.666 -1.103  0.216
H 0.266 0.005 -1.541  0.210
H -3.371 -0.522 -1.098  0.200
N 0.230 2.057 1.022  -0.628
H 2.777 -0.653 -0.130  0.205

=====

5.
ORCA calculation (ωB97M-V with the def2-TZVPD basis set) on C6H11N in the gas phase in a non-equilibrium geometry.

E_HOMO (eV): -7.6
SMILES: C=C/C=C(\C)NC
Maximum force (eV Å⁻¹): 3.928
E_tot (Eh): -289.85030
E_LUMO (eV): 0.57

Last column: natural (NBO) charge in e.
Positions of all 18 atoms, in Å:
H -1.704 -2.984 1.897  0.213
H 2.277 0.609 -1.296  0.233
H -0.498 3.873 -0.076  0.199
C 1.592 -0.209 -1.030  -0.686
H -0.164 2.653 1.295  0.196
H -0.525 -3.980 0.839  0.189
C 0.379 0.309 -0.317  0.234
N 0.003 1.727 -0.578  -0.677
C -0.595 -0.576 0.185  -0.288
H 0.835 -2.146 0.131  0.202
H -1.582 -0.085 0.622  0.216
C -0.191 -1.935 0.474  -0.212
C -0.622 2.724 0.270  -0.393
H 2.268 -0.847 -0.452  0.230
H 1.227 -0.711 -1.911  0.230
H -0.110 1.965 -1.542  0.372
H -1.633 2.593 0.450  0.169
C -0.956 -2.981 1.039  -0.428

=====

6.
ORCA calculation (ωB97M-V with the def2-TZVPD basis set) on C6H11N in the gas phase in a non-equilibrium geometry.

E_HOMO (eV): -8.1
SMILES: C=CCN/C=C/C
Maximum force (eV Å⁻¹): 4.692
E_tot (Eh): -289.85144
E_LUMO (eV): 1.22

Last column: natural (NBO) charge in e.
Positions of all 18 atoms, in Å:
H 0.907 1.258 -0.380  0.199
C 0.928 0.094 -0.352  -0.015
H -4.382 1.317 -0.050  0.192
H -0.126 -1.573 -0.478  0.371
C 1.990 -0.640 -0.033  -0.282
H -1.619 -1.032 1.191  0.207
C -2.665 0.283 -0.191  -0.189
H 4.045 -0.916 -1.052  0.213
H -2.724 -0.273 -1.175  0.226
H 3.589 0.597 -1.197  0.211
C -1.401 -0.105 0.610  -0.265
H -0.821 0.724 1.153  0.214
C -3.525 1.011 0.438  -0.396
H 4.026 0.223 0.453  0.209
N -0.326 -0.561 -0.408  -0.639
C 3.493 -0.138 -0.418  -0.653
H 2.058 -1.634 0.401  0.202
H -3.449 1.365 1.488  0.197

=====

7.
ORCA calculation (ωB97M-V with the def2-TZVPD basis set) on C6H11N in the gas phase in a non-equilibrium geometry.

E_HOMO (eV): -8.1
SMILES: C=CC(=C)CCN
Maximum force (eV Å⁻¹): 3.400
E_tot (Eh): -289.83168
E_LUMO (eV): 0.48

Last column: natural (NBO) charge in e.
Positions of all 18 atoms, in Å:
C 2.264 -0.377 -0.197  -0.429
H -2.316 0.587 0.172  0.363
C 0.912 -0.521 0.066  0.005
H -0.674 -0.354 1.655  0.228
H 0.964 0.487 1.912  0.228
H -0.153 2.351 1.602  0.183
C -0.378 1.557 0.733  -0.201
H 2.717 -1.364 -0.323  0.207
C 0.260 -1.365 -0.950  -0.227
N -1.760 1.477 0.125  -0.879
H 3.065 0.368 0.117  0.203
C -1.090 -1.467 -1.213  -0.378
H 0.990 -1.524 -1.841  0.214
H 0.264 2.024 -0.090  0.189
H -1.519 -1.950 -2.094  0.217
C 0.223 0.174 1.217  -0.463
H -1.733 -1.166 -0.320  0.172
H -2.432 2.194 0.397  0.368

=====

8.
ORCA calculation (ωB97M-V with the def2-TZVPD basis set) on 2 unconnected molecules or ions with the total composition C6H11N in a non-equilibrium geometry.

E_HOMO (eV): -10.0
SMILES: C=C(CC)CC#N.[H][H]
Maximum force (eV Å⁻¹): 1.090
E_tot (Eh): -289.90768
E_LUMO (eV): 0.96

Last column: natural (NBO) charge in e.
Positions of all 18 atoms, in Å:
H -2.471 0.143 0.505  0.256
H 2.110 0.328 -1.426  0.204
H 3.034 -0.572 -0.217  0.217
H -1.439 -1.683 -1.864  -0.016
C -1.504 -0.226 0.860  -0.546
H -1.201 -0.983 -1.957  0.011
C -0.506 1.312 -0.799  -0.407
C -1.244 0.276 2.215  0.290
C 0.905 -0.561 0.153  -0.451
C 2.179 0.095 -0.358  -0.605
C -0.354 0.252 -0.009  0.059
H 1.022 -0.810 1.217  0.219
N -0.938 0.720 3.238  -0.326
H -1.555 -1.323 0.887  0.252
H -1.466 1.817 -0.879  0.202
H 0.742 -1.524 -0.357  0.217
H 0.310 1.713 -1.392  0.208
H 2.376 1.025 0.184  0.215

=====

9.
ORCA calculation (ωB97M-V with the def2-TZVPD basis set) on C6H11N in the gas phase in a non-equilibrium geometry.

E_HOMO (eV): -10.4
SMILES: CCC[C@@H](C)C#N
Maximum force (eV Å⁻¹): 1.826
E_tot (Eh): -289.91445
E_LUMO (eV): 0.94

Last column: natural (NBO) charge in e.
Positions of all 18 atoms, in Å:
H -3.200 0.387 0.070  0.214
C -1.139 0.565 -0.538  -0.470
C -2.537 -0.067 -0.679  -0.603
N -0.445 0.856 2.113  -0.363
C 1.154 -0.533 0.699  -0.318
H 3.302 -0.130 1.280  0.224
H -2.515 -1.142 -0.472  0.201
H 1.183 -1.597 0.989  0.241
C 0.118 -0.301 -0.732  -0.347
C 0.421 0.203 1.699  0.307
H -1.084 0.864 0.533  0.255
C 2.588 -0.018 0.447  -0.604
H 3.002 -0.571 -0.400  0.216
H 2.560 1.044 0.187  0.216
H 0.823 0.150 -1.435  0.209
H -0.137 -1.318 -1.050  0.210
H -3.016 0.074 -1.655  0.204
H -1.078 1.532 -1.055  0.209

=====

10.
ORCA calculation (ωB97M-V with the def2-TZVPD basis set) on 2 unconnected molecules or ions with the total composition C6H11N.

E_HOMO (eV): -8.5
SMILES: C/C=C\C.C#CN
Maximum force (eV Å⁻¹): 0.988
E_tot (Eh): -289.81943
E_LUMO (eV): 0.99

Last column: natural (NBO) charge in e.
Positions of all 18 atoms, in Å:
H -1.916 0.252 0.508  0.222
H 0.011 0.204 2.057  0.210
H 1.688 -1.202 -0.151  0.225
H 1.494 0.708 -0.199  0.362
C 0.740 -0.539 1.727  -0.633
H -0.211 -1.284 -1.503  0.214
H 1.331 2.428 0.202  0.384
H -2.471 -0.810 -0.772  0.217
C -0.476 1.043 -1.879  -0.366
C 0.425 1.770 -1.417  0.226
C 0.825 -0.652 0.219  -0.398
H 0.454 -1.490 2.188  0.211
C -1.706 -0.686 -0.005  -0.653
C -0.317 -0.706 -0.590  -0.100
H -1.175 0.875 -2.669  0.237
H 1.701 -0.247 2.153  0.214
N 1.445 1.821 -0.603  -0.786
H -1.843 -1.484 0.733  0.214

=====

11.
ORCA calculation (ωB97M-V with the def2-TZVPD basis set) on C6H11N in the gas phase in a non-equilibrium geometry.

E_HOMO (eV): -7.5
SMILES: C=C/C(C)=C(\C)N
Maximum force (eV Å⁻¹): 1.450
E_tot (Eh): -289.92926
E_LUMO (eV): 0.95

Last column: natural (NBO) charge in e.
Positions of all 18 atoms, in Å:
H 1.010 0.065 2.297  0.205
C -0.759 -0.629 0.165  0.247
N -0.701 -1.806 0.923  -0.813
H -1.558 -2.335 0.899  0.376
H -2.173 0.547 -0.945  0.229
C 1.323 0.062 1.250  -0.646
C 1.637 1.664 -1.292  -0.450
H 2.551 1.347 -0.795  0.186
H -0.307 -1.647 1.839  0.386
H 1.768 -0.928 1.082  0.214
H 1.701 2.364 -2.110  0.203
H -0.410 1.379 -1.485  0.192
H -2.905 -0.795 -0.129  0.213
C 0.203 0.320 0.278  -0.157
C 0.464 1.192 -0.867  -0.173
C -2.004 -0.482 -0.663  -0.658
H 2.109 0.794 1.106  0.224
H -1.949 -1.111 -1.554  0.222

=====

12.
ORCA calculation (ωB97M-V with the def2-TZVPD basis set) on C6H11N in the gas phase.

E_HOMO (eV): -9.8
SMILES: CC[C@H](C)C1=NC1
Maximum force (eV Å⁻¹): 0.682
E_tot (Eh): -289.90692
E_LUMO (eV): 1.04

Last column: natural (NBO) charge in e.
Positions of all 18 atoms, in Å:
H -1.056 -0.886 -1.235  0.222
H 1.285 -1.026 -1.563  0.206
H -1.240 -1.337 2.567  0.178
C -0.466 -0.187 -0.638  -0.278
C 1.993 0.145 0.116  -0.621
C -1.111 -0.149 0.704  0.257
H -0.097 1.161 -2.297  0.212
H -2.897 -0.940 1.843  0.184
H 1.684 0.451 1.125  0.216
H 2.138 1.053 -0.480  0.206
C -0.510 1.204 -1.276  -0.604
H 2.956 -0.375 0.184  0.216
C -1.807 -0.765 1.828  -0.329
C 0.963 -0.772 -0.543  -0.377
H 0.070 1.902 -0.657  0.218
H 0.920 -1.722 0.004  0.207
H -1.542 1.574 -1.320  0.221
N -1.283 0.669 1.636  -0.334

=====

ΔE to the lowest compared entry with this formula, charge and spin: 35.0, 43.2, 81.6, 24.2, 76.2, 75.5, 87.9, 40.2, 35.9, 95.5, 26.6, 40.6 (kcal per mole)
Kohn-Sham gap: 9.97, 9.49, 9.28, 10.69, 8.18, 9.31, 8.60, 10.96, 11.31, 9.47, 8.40, 10.86 (eV)